a.
# C32H24Cl4MoN9O2Te

A structure of composition C32H24Cl4MoN9O2Te (ωB97M-V with the def2-TZVPD basis set, OMol25).

Geometry as ORCA input:
```
! wB97M-V def2-TZVPD RIJCOSX def2/J DEFGRID3
* xyz -1 3
Mo 0.20 1.09 0.40
C 0.06 1.87 -6.15
C -0.50 1.59 -4.78
C -0.94 2.62 -3.95
C -1.32 2.35 -2.66
C -1.31 1.06 -2.13
N -1.59 0.92 -0.72
C -2.87 1.26 -0.37
C -3.91 1.39 -1.32
C -5.15 1.90 -1.02
C -5.47 2.31 0.27
C -6.81 2.92 0.61
C -4.52 2.08 1.24
C -3.29 1.50 0.96
N -2.51 1.11 2.11
C -3.01 0.94 3.34
C -1.97 0.62 4.18
C -0.86 0.60 3.35
N -1.19 0.90 2.10
C -0.94 0.01 -2.98
C -0.51 0.31 -4.28
N -0.97 -1.39 -2.59
C -0.66 -2.45 -3.40
C -0.83 -3.59 -2.67
C -1.26 -3.13 -1.41
N -1.34 -1.81 -1.36
H -0.30 2.83 -6.53
H 1.16 1.91 -6.13
H -0.22 1.09 -6.86
H -0.92 3.65 -4.31
H -1.58 3.15 -1.99
H -3.70 1.10 -2.34
H -5.89 2.00 -1.82
H -7.22 3.46 -0.25
H -7.54 2.17 0.91
H -6.72 3.64 1.43
H -4.74 2.39 2.26
H -4.07 1.02 3.54
H -2.02 0.42 5.24
H 0.17 0.42 3.59
H -0.14 -0.48 -4.91
H -0.34 -2.33 -4.41
H -0.67 -4.60 -2.99
H -1.50 -3.71 -0.53
Cl 4.42 -1.08 -5.34
C 3.53 -0.30 -4.07
C 3.38 1.08 -4.09
Cl 4.11 2.05 -5.33
C 2.62 1.69 -3.07
Cl 2.44 3.42 -3.01
C 2.00 0.95 -2.09
O 1.21 1.49 -1.17
C 2.19 -0.48 -2.01
O 1.66 -1.12 -1.04
C 2.95 -1.06 -3.05
Cl 3.15 -2.79 -2.99
N 4.05 0.09 1.80
C 4.41 1.38 1.46
C 3.26 2.01 1.09
N 2.23 1.12 1.21
C 2.73 -0.01 1.62
C 1.79 -1.12 1.68
N 0.58 -0.84 1.31
C -0.16 -1.99 1.43
C 0.65 -2.98 1.88
N 1.89 -2.39 2.06
H 4.68 -0.65 2.03
H 5.43 1.73 1.51
H 3.09 3.02 0.76
H -1.20 -2.02 1.15
H 0.47 -4.02 2.10
H 2.74 -2.88 2.26
Te -0.06 3.58 1.06
*
```

Properties
Frontier orbital gap (spin up / spin down), eV: 5.00 / 5.37


b.
# C32H24Cl4MoN9O2Te

A structure of composition C32H24Cl4MoN9O2Te (ωB97M-V with the def2-TZVPD basis set, OMol25).

Geometry as ORCA input:
```
! wB97M-V def2-TZVPD RIJCOSX def2/J DEFGRID3
* xyz -1 3
Mo 0.17 0.04 -0.46
C 3.87 5.21 3.38
C 3.07 4.04 2.85
C 2.78 2.93 3.65
C 2.07 1.87 3.15
C 1.58 1.80 1.81
N 0.94 0.68 1.37
C 1.20 -0.50 2.16
C 2.47 -1.08 2.05
C 2.82 -2.25 2.69
C 1.89 -2.91 3.49
C 2.21 -4.24 4.12
C 0.65 -2.32 3.65
C 0.29 -1.13 3.02
N -1.00 -0.59 3.32
C -2.03 -1.22 3.94
C -3.03 -0.31 4.09
C -2.50 0.88 3.54
N -1.28 0.71 3.08
C 1.81 2.98 1.05
C 2.56 4.03 1.57
N 1.34 3.15 -0.30
C 1.56 4.23 -1.09
C 0.96 3.99 -2.30
C 0.38 2.73 -2.16
N 0.62 2.23 -0.96
H 4.51 4.90 4.20
H 3.21 6.00 3.77
H 4.49 5.66 2.60
H 3.11 2.91 4.68
H 1.84 1.04 3.80
H 3.17 -0.59 1.39
H 3.81 -2.67 2.54
H 3.26 -4.30 4.40
H 2.00 -5.05 3.42
H 1.60 -4.41 5.02
H -0.06 -2.82 4.30
H -2.02 -2.27 4.17
H -4.01 -0.47 4.53
H -2.98 1.85 3.43
H 2.76 4.90 0.96
H 2.09 5.10 -0.76
H 0.94 4.64 -3.16
H -0.22 2.16 -2.85
Cl 1.90 -6.89 1.41
C 1.17 -5.37 1.00
C -0.17 -5.14 1.27
Cl -1.14 -6.37 2.03
C -0.74 -3.90 0.94
Cl -2.41 -3.58 1.26
C 0.01 -2.89 0.39
O -0.51 -1.68 0.14
C 1.40 -3.10 0.06
O 2.06 -2.15 -0.47
C 1.94 -4.36 0.39
Cl 3.62 -4.61 0.04
N 0.88 -1.58 -4.27
C -0.35 -2.19 -4.14
C -0.87 -1.74 -2.96
N 0.03 -0.89 -2.39
C 1.07 -0.83 -3.17
C 2.25 -0.17 -2.66
N 2.22 0.29 -1.44
C 3.44 0.83 -1.18
C 4.24 0.69 -2.28
N 3.45 0.07 -3.22
H 1.56 -1.79 -4.97
H -0.74 -2.85 -4.89
H -1.81 -1.95 -2.49
H 3.69 1.27 -0.23
H 5.25 0.98 -2.47
H 3.79 -0.33 -4.08
Te -2.20 0.96 -0.75
*
```

Properties
Frontier orbital gap (spin up / spin down), eV: 4.74 / 5.33


Stability verdict: a, ahead by 13.4 kJ/mol


a.
# C4H14NO3

A cluster of 3 separate species, C4H14NO3 in total (ωB97M-V with the def2-TZVPD basis set, OMol25).

Geometry as ORCA input:
```
! wB97M-V def2-TZVPD RIJCOSX def2/J DEFGRID3
* xyz -1 1
C -1.66 -2.02 0.85
N -0.24 -1.79 1.12
C 0.38 -0.97 0.06
C 1.56 -0.17 0.58
C 1.17 1.14 1.27
O 1.00 2.22 0.41
H -1.80 -2.73 0.04
H -2.12 -1.08 0.66
H -2.12 -2.46 1.73
H -0.09 -1.23 1.95
H -0.33 -0.22 -0.34
H 0.64 -1.61 -0.79
H 2.18 -0.71 1.32
H 2.22 -0.03 -0.29
H 0.16 0.92 1.71
H 1.88 1.43 2.06
H -0.12 3.28 -1.34
H 0.08 1.95 -0.73
O -0.50 2.41 -1.52
H -1.09 0.94 -2.32
H -0.13 0.39 -3.34
O -1.06 0.34 -3.11
*
```

Properties
Frontier orbital gap, eV: 7.45


b.
# C4H14NO3

A cluster of 3 separate species, C4H14NO3 in total (ωB97M-V with the def2-TZVPD basis set, OMol25).

Geometry as ORCA input:
```
! wB97M-V def2-TZVPD RIJCOSX def2/J DEFGRID3
* xyz -1 1
C 0.39 -1.75 1.88
C 0.13 -1.58 0.37
N 0.25 -0.14 0.07
C 0.35 0.07 -1.42
C -1.11 0.12 -1.94
O -2.06 0.54 -1.04
H -0.22 -2.50 2.39
H 0.01 -0.87 2.39
H 1.43 -1.90 2.15
H 1.04 -2.02 -0.08
H -0.72 -2.14 -0.02
H -0.69 0.25 0.25
H 0.92 -0.76 -1.82
H 0.81 1.05 -1.49
H -1.23 0.93 -2.72
H -1.32 -0.87 -2.43
H -2.05 2.03 -0.56
H -0.94 2.96 -0.04
O -1.85 3.01 -0.35
H 2.34 1.89 1.83
H 1.88 0.60 1.11
O 2.66 1.07 1.46
*
```

Properties
Frontier orbital gap, eV: 7.34


Stability verdict: b, ahead by 12.2 kJ/mol


a.
# C4H14NO3

A cluster of 3 separate species, C4H14NO3 in total (ωB97M-V with the def2-TZVPD basis set, OMol25).

Geometry as ORCA input:
```
! wB97M-V def2-TZVPD RIJCOSX def2/J DEFGRID3
* xyz -1 1
C 1.02 -0.65 0.46
N 0.62 -2.00 -0.05
C -0.19 -1.86 -1.19
O -1.54 -1.37 -0.95
C 0.32 -0.12 1.75
C -1.16 0.24 1.54
H 0.97 0.06 -0.35
H 2.06 -0.75 0.67
H 0.03 -2.43 0.61
H -0.34 -2.90 -1.65
H 0.19 -1.27 -2.04
H 0.54 -0.64 2.70
H 0.83 0.90 1.79
H -1.39 0.93 0.72
H -1.52 0.76 2.42
H -1.73 -0.71 1.41
H 2.28 3.00 -1.33
H 0.87 2.82 -0.90
O 1.50 3.53 -1.17
H -1.45 -0.39 -1.22
H -1.22 1.70 -1.91
O -0.68 1.14 -1.31
*
```

Properties
Frontier orbital gap, eV: 8.03


b.
# C4H14NO3

A structure of composition C4H14NO3 (ωB97M-V with the def2-TZVPD basis set, OMol25).

Geometry as ORCA input:
```
! wB97M-V def2-TZVPD RIJCOSX def2/J DEFGRID3
* xyz -1 1
C -1.25 -1.54 -0.56
N 0.01 -0.83 -0.57
C 1.05 -1.12 0.35
C 2.31 -0.27 0.20
C 2.05 1.18 0.54
O 1.74 1.07 2.29
H -1.02 -2.57 -0.85
H -1.72 -1.50 0.43
H -2.03 -1.18 -1.23
H -0.26 0.15 -0.52
H 0.74 -1.01 1.41
H 1.26 -2.20 0.36
H 2.77 -0.50 -0.77
H 3.04 -0.74 0.86
H 1.54 1.81 -0.19
H 2.99 1.60 0.84
H -1.49 1.81 -1.34
H 1.22 1.44 1.57
O -1.75 1.63 -0.43
H -2.81 1.21 -0.67
H -4.53 0.93 -0.55
O -3.86 0.63 -1.17
*
```

Properties
Frontier orbital gap, eV: 7.60


c.
# C4H14NO3

A cluster of 3 separate species, C4H14NO3 in total (ωB97M-V with the def2-TZVPD basis set, OMol25).

Geometry as ORCA input:
```
! wB97M-V def2-TZVPD RIJCOSX def2/J DEFGRID3
* xyz -1 1
C 2.63 -0.58 0.69
N 1.34 0.11 0.54
C 1.45 1.43 1.14
C 0.27 -0.70 1.15
C -0.93 -0.89 0.13
O -2.04 -0.15 0.54
H 2.59 -1.59 0.25
H 2.93 -0.73 1.72
H 3.36 -0.12 0.01
H 0.46 1.88 1.16
H 1.97 2.09 0.43
H 1.96 1.48 2.11
H 0.59 -1.73 1.35
H -0.27 -0.28 2.00
H -1.21 -1.94 0.24
H -0.59 -0.63 -0.87
H -2.29 -1.14 -3.22
H -2.47 0.34 -2.64
O -2.50 -0.26 -3.56
H -2.45 0.36 -0.27
H -2.11 1.89 -1.31
O -2.68 1.15 -1.56
*
```

Properties
Frontier orbital gap, eV: 7.98


Stability verdict: a, ahead by 25.6 kJ/mol


a.
# Cl2O3S2

A cluster of 2 separate species, Cl2O3S2 in total (ωB97M-V with the def2-TZVPD basis set, OMol25).

Geometry as ORCA input:
```
! wB97M-V def2-TZVPD RIJCOSX def2/J DEFGRID3
* xyz 0 1
O 0.57 1.94 1.79
O 0.01 0.08 0.43
O -0.22 -2.26 -2.11
S -0.35 0.85 1.67
S 0.39 -0.99 -2.05
Cl -2.50 1.51 1.30
Cl 2.10 -1.12 -1.04
*
```

Properties
Frontier orbital gap (spin up / spin down), eV: 9.40 / 4.25


b.
# Cl2O3S2

A cluster of 2 separate species, Cl2O3S2 in total (ωB97M-V with the def2-TZVPD basis set, OMol25).

Geometry as ORCA input:
```
! wB97M-V def2-TZVPD RIJCOSX def2/J DEFGRID3
* xyz 0 1
O 1.16 0.77 0.82
O 0.58 2.46 -0.77
O -2.75 -3.88 -0.01
S 1.32 2.13 0.46
S -2.83 -2.51 -0.33
Cl 3.49 2.83 -0.09
Cl -0.97 -1.79 -0.08
*
```

Properties
Frontier orbital gap (spin up / spin down), eV: 10.22 / 4.49


Stability verdict: b, ahead by 11.0 kJ/mol


a.
# CH5OP

A cluster of 2 separate species, CH5OP in total (ωB97M-V with the def2-TZVPD basis set, OMol25).

Geometry as ORCA input:
```
! wB97M-V def2-TZVPD RIJCOSX def2/J DEFGRID3
* xyz 0 1
C 1.27 -0.45 0.21
O -1.42 -1.19 -0.39
P -2.22 0.06 0.05
H 1.08 0.62 0.04
H 1.21 -1.15 -0.60
H 1.41 -0.84 1.12
H -2.49 0.11 1.39
H -1.37 1.15 -0.24
*
```

Properties
Frontier orbital gap (spin up / spin down), eV: 9.76 / 6.78


b.
# CH5OP

A cluster of 2 separate species, CH5OP in total (ωB97M-V with the def2-TZVPD basis set, OMol25).

Geometry as ORCA input:
```
! wB97M-V def2-TZVPD RIJCOSX def2/J DEFGRID3
* xyz 0 1
C -0.61 0.02 0.21
O -1.00 1.31 0.08
P 1.15 -0.07 0.82
H -1.51 -0.61 0.42
H -0.47 -0.70 -1.47
H -0.34 1.69 -0.46
H 1.00 -1.48 0.98
H 1.77 -0.15 -0.57
*
```

Properties
Frontier orbital gap, eV: 8.84


Stability verdict: a, ahead by 23.4 kJ/mol


a.
# C6H6N

A structure of composition C6H6N (ωB97M-V with the def2-TZVPD basis set, OMol25).

Geometry as ORCA input:
```
! wB97M-V def2-TZVPD RIJCOSX def2/J DEFGRID3
* xyz 1 3
C 1.16 -0.66 0.23
C -0.02 -1.37 0.03
C -0.08 1.06 -0.33
C -2.10 0.05 0.14
C 1.29 0.91 0.09
C -1.26 -0.90 -0.33
N -1.14 0.92 0.43
H 2.11 -0.92 0.52
H 0.02 -2.47 0.14
H -0.30 0.83 -1.47
H -3.12 0.22 0.06
H 1.37 1.14 1.10
H 2.07 1.18 -0.60
*
```

Properties
Frontier orbital gap (spin up / spin down), eV: 8.23 / 8.18


b.
# C6H6N

A cluster of 2 separate species, C6H6N in total (ωB97M-V with the def2-TZVPD basis set, OMol25).

Geometry as ORCA input:
```
! wB97M-V def2-TZVPD RIJCOSX def2/J DEFGRID3
* xyz 1 3
C 0.03 -0.01 2.39
C 1.21 -1.23 -0.46
C -0.43 0.47 -0.82
C 0.28 -0.25 0.00
C -0.12 0.09 3.67
C 0.09 -0.03 -2.14
N 1.05 -1.06 -1.75
H -1.18 1.23 -0.70
H -0.79 -0.57 4.19
H 0.39 0.79 4.32
H -0.71 -0.44 -2.77
H 0.58 0.78 -2.70
H 1.54 -1.61 -2.44
*
```

Properties
Frontier orbital gap (spin up / spin down), eV: 6.65 / 6.86


Stability verdict: a, ahead by 288.8 kJ/mol


a.
# H31O15

A structure of composition H31O15 (ωB97M-V with the def2-TZVPD basis set, OMol25).

Geometry as ORCA input:
```
! wB97M-V def2-TZVPD RIJCOSX def2/J DEFGRID3
* xyz 1 1
O -3.74 2.39 -0.74
H -0.05 1.29 3.08
H -3.84 3.16 -1.30
O 1.58 -1.97 -1.33
H 4.89 0.17 0.42
H 1.89 -2.37 -2.19
O -0.35 2.81 -2.44
H -1.36 0.57 2.01
H 3.21 1.13 -1.72
O -1.18 -3.26 1.08
H 0.55 -1.43 4.65
H -2.19 -3.47 0.97
O 1.58 1.52 2.53
H 1.65 2.38 2.04
H 2.00 1.52 3.38
O -0.90 0.71 3.32
H 0.35 2.12 -2.36
H 0.06 3.54 -1.94
O -2.40 0.36 1.38
H -0.72 -0.25 3.50
H -2.45 -1.58 0.05
O -1.70 0.60 -2.11
H 1.80 -0.87 -1.51
H -3.92 -1.27 -0.49
O -0.13 -1.50 3.95
H -1.62 0.75 -3.02
H 1.13 -0.12 -3.87
O -0.16 0.99 0.20
H 2.41 -0.05 -2.53
O 4.20 0.16 -0.41
H 4.92 0.17 -1.20
H -2.06 0.27 0.44
O -3.08 -0.83 -0.31
H 0.11 -1.94 3.19
H -1.56 -0.31 -2.08
O 0.83 -1.00 -3.74
H -2.97 1.06 1.41
H 1.10 -1.25 -2.94
O 2.21 0.74 -2.06
H -3.35 1.76 -1.39
H 1.42 -2.42 1.34
O 1.51 -1.46 1.74
H 1.63 -0.64 1.17
H -0.84 -4.20 0.75
H 0.42 0.74 -0.55
H -0.88 1.28 -0.38
*
```

Properties
Frontier orbital gap, eV: 10.87


b.
# H31O15

A cluster of 15 separate species, H31O15 in total (ωB97M-V with the def2-TZVPD basis set, OMol25).

Geometry as ORCA input:
```
! wB97M-V def2-TZVPD RIJCOSX def2/J DEFGRID3
* xyz 1 1
O -3.29 2.03 -1.13
H -0.26 2.61 -2.02
H -3.04 2.61 -0.36
O -0.13 -3.53 0.35
H 2.04 1.12 0.52
H -0.43 -3.31 1.30
O -0.10 -1.47 -3.84
H -2.88 1.78 3.68
H -1.31 0.21 -1.93
O -1.03 -2.86 2.88
H 0.44 -1.03 4.07
H -1.30 -1.99 2.91
O 2.88 2.56 1.61
H 2.91 3.38 2.14
H 3.78 2.35 1.38
O 0.19 2.62 -1.14
H 0.46 -1.95 -4.55
H -0.88 -1.42 -4.42
O -2.27 1.03 3.29
H 0.78 3.23 -0.77
H -0.47 -2.51 -0.49
O -1.14 2.41 -3.23
H 0.82 -3.80 0.50
H -0.66 -3.13 -1.92
O 0.48 -0.97 3.12
H -1.40 3.28 -3.55
H 3.57 0.39 -2.73
O -1.58 0.24 0.75
H -1.32 -1.66 -1.96
O 1.30 0.51 0.16
H 0.63 0.99 -0.31
H -1.89 0.73 1.57
O -0.53 -2.25 -1.52
H 1.30 -0.54 2.78
H -1.78 2.40 -2.49
O 3.15 -0.49 -3.06
H -1.36 1.48 3.25
H 2.29 -0.10 -3.29
O -2.03 -0.40 -1.80
H -3.23 1.13 -0.70
H 3.66 -1.29 1.96
O 3.04 -1.05 2.72
H 3.64 -0.50 3.26
H -0.14 -2.63 3.35
H -0.69 0.08 0.55
H -2.24 -0.30 -0.87
*
```

Properties
Frontier orbital gap, eV: 10.79


Stability verdict: b, ahead by 247.4 kJ/mol


a.
# C5H6N2OS

An isolated molecule of C5H6N2OS (ωB97M-V with the def2-TZVPD basis set, OMol25).

Geometry as ORCA input:
```
! wB97M-V def2-TZVPD RIJCOSX def2/J DEFGRID3
* xyz 0 1
C -0.89 -2.14 -0.14
C -1.39 0.40 -1.00
C -1.97 0.87 0.36
C -0.68 -0.88 -0.80
C 0.81 0.10 0.46
N -0.98 -3.18 0.29
N 1.61 0.63 -0.49
O -1.54 0.95 -2.06
S -0.45 1.04 1.41
H -2.74 1.68 0.34
H -2.63 -0.02 0.74
H -0.21 -1.20 -1.81
H 1.22 -0.68 1.08
H 1.40 1.28 -1.18
H 2.46 0.16 -0.76
*
```

Properties
Frontier orbital gap, eV: 8.13


b.
# C5H6N2OS

An isolated molecule of C5H6N2OS (ωB97M-V with the def2-TZVPD basis set, OMol25).

Geometry as ORCA input:
```
! wB97M-V def2-TZVPD RIJCOSX def2/J DEFGRID3
* xyz 0 1
C 0.20 1.79 0.70
C 0.11 0.64 -0.35
O 0.02 1.23 -1.63
S 1.93 -0.16 -0.25
N 1.37 -1.71 0.25
C 0.10 -2.01 0.24
C -0.72 -0.48 -0.11
C -2.09 -0.29 0.10
N -3.24 -0.17 0.21
H 0.69 1.37 1.52
H -0.76 2.36 0.95
H 0.99 2.50 0.37
H -0.24 0.49 -2.33
H 1.98 -2.50 0.16
H -0.33 -3.07 0.18
*
```

Properties
Frontier orbital gap (spin up / spin down), eV: 7.71 / 7.71
SMILES: C[C@@]1(O)SNC=C1C#N


Stability verdict: a, ahead by 100.8 kJ/mol


a.
# C4H9O2S

A cluster of 2 separate species, C4H9O2S in total (ωB97M-V with the def2-TZVPD basis set, OMol25).

Geometry as ORCA input:
```
! wB97M-V def2-TZVPD RIJCOSX def2/J DEFGRID3
* xyz -1 1
S -1.36 -2.84 -2.12
C -1.00 -0.21 -1.22
C -0.34 -1.33 -2.02
H -1.40 -3.08 -0.79
H -1.98 0.05 -1.66
H -0.36 0.69 -1.24
H -1.15 -0.52 -0.18
H -0.20 -1.03 -3.07
H 0.65 -1.59 -1.60
O -1.36 -3.10 0.73
O 0.64 -2.02 0.66
C -0.30 -2.64 1.23
C -0.11 -2.89 2.75
H 0.42 -3.85 2.89
H 0.49 -2.09 3.22
H -1.08 -2.94 3.27
*
```

Properties
Frontier orbital gap, eV: 7.98


b.
# C4H9O2S

A cluster of 2 separate species, C4H9O2S in total (ωB97M-V with the def2-TZVPD basis set, OMol25).

Geometry as ORCA input:
```
! wB97M-V def2-TZVPD RIJCOSX def2/J DEFGRID3
* xyz -1 1
C -0.27 0.51 -1.66
C -1.10 -0.50 -0.89
C -0.46 -0.94 0.41
S -1.60 -2.02 1.35
H -0.82 0.91 -2.53
H 0.69 0.13 -2.00
H 0.02 1.38 -1.08
H -2.09 -0.07 -0.69
H -1.26 -1.37 -1.52
H -0.11 -0.11 1.05
H 0.44 -1.52 0.24
H -1.20 -1.72 2.60
O 2.43 0.55 0.34
C 1.93 1.34 1.17
O 0.78 1.83 1.18
H 2.61 1.60 2.03
*
```

Properties
Frontier orbital gap, eV: 7.54


Stability verdict: a, ahead by 25.8 kJ/mol


a.
# C2H7O2

A cluster of 2 separate species, C2H7O2 in total (ωB97M-V with the def2-TZVPD basis set, OMol25).

Geometry as ORCA input:
```
! wB97M-V def2-TZVPD RIJCOSX def2/J DEFGRID3
* xyz 0 2
O -2.14 -0.85 -1.55
H -2.77 -0.36 -1.01
C -0.04 0.11 0.39
O -0.26 0.34 -0.95
C 1.48 0.29 0.65
H -0.27 -0.92 0.69
H -0.59 0.76 1.08
H -0.95 -0.31 -1.35
H 1.83 1.21 0.19
H 1.94 -0.56 0.16
H 1.77 0.30 1.70
*
```

Properties
Frontier orbital gap (spin up / spin down), eV: 11.71 / 7.54


b.
# C2H7O2

A cluster of 2 separate species, C2H7O2 in total (ωB97M-V with the def2-TZVPD basis set, OMol25).

Geometry as ORCA input:
```
! wB97M-V def2-TZVPD RIJCOSX def2/J DEFGRID3
* xyz 0 2
O -0.34 -2.41 -0.26
H 0.30 -1.67 -0.23
C 0.65 0.63 -0.39
O 1.48 -0.38 -0.05
C -0.39 0.91 0.72
H 1.09 1.59 -0.70
H 0.10 0.39 -1.32
H -1.06 -2.00 -0.75
H -0.69 -0.04 1.15
H 0.07 1.50 1.51
H -1.22 1.48 0.32
*
```

Properties
Frontier orbital gap (spin up / spin down), eV: 11.80 / 8.45


Stability verdict: b, ahead by 71.0 kJ/mol